1.
The following is a DFT calculation (ωB97M-V with the def2-TZVPD basis set) of C4H7O5Tl as an isolated structure at a distorted geometry.

The geometry in XYZ format:
```
17
C4H7O5Tl | the Open Molecules 2025 dataset | ωB97M-V with the def2-TZVPD basis set
H -1.45 -3.14 2.01
O -1.07 -0.15 -2.73
C 1.56 -0.09 2.21
C 0.25 1.76 -2.27
H 2.05 -1.06 2.16
Tl -1.94 -2.32 -0.92
H -0.03 2.80 -2.45
O -2.24 -3.65 1.73
C -0.91 0.89 -2.09
H 0.85 1.61 -1.38
O -0.58 0.85 1.46
H 2.31 0.50 1.68
H 1.51 0.36 3.20
O 0.29 -0.94 0.40
C 0.30 -0.10 1.32
H 0.84 1.44 -3.12
O -1.75 1.21 -1.21
```

Its expectation value of S² is 0.757. The LUMO energy (alpha / beta) comes out at 2.4 / -0.3 eV. The charge is -1. The calculation puts the HOMO energy (alpha / beta) at -3.9931 / -3.9578 eV. The gap between HOMO and LUMO (alpha / beta) is 6.4 / 3.7 eV. The spin multiplicity is 2.

Here are the natural (NBO) charges for atoms 1 to 4, given in e: 0.43, -0.83, -0.74, -0.71

---

2.
The following is a DFT calculation (ωB97M-V with the def2-TZVPD basis set) of C10H30O9PdS6 as an isolated structure at a distorted geometry.

The geometry in XYZ format:
```
56
C10H30O9PdS6 | the Open Molecules 2025 dataset | ωB97M-V with the def2-TZVPD basis set
H 1.21 -2.93 -2.02
H 0.43 4.33 -1.38
C -2.15 -0.30 4.47
H 3.35 1.14 -0.25
O -1.11 -0.36 1.87
Pd -1.26 0.28 -0.12
H 0.32 -5.33 -0.28
O -4.63 1.35 -1.72
H -2.46 0.74 4.48
H 1.42 3.46 -0.08
S 2.06 -0.46 0.77
H -0.81 -3.05 2.60
H -2.15 -0.91 5.38
H 0.64 3.07 2.57
C 2.80 0.55 2.17
S -3.72 0.32 -1.18
S -0.84 3.78 0.63
H -1.49 0.13 -4.14
C -0.55 0.52 -4.53
O -2.50 -0.01 -1.88
H 2.62 1.81 -3.37
C -0.31 3.54 2.35
H 0.90 -3.88 0.64
H -0.11 -0.40 -4.92
C 1.95 1.31 -4.08
H -3.07 -0.78 4.14
C 0.04 -4.47 0.33
C 3.37 0.07 -0.46
H -0.71 1.13 -5.42
O 0.40 0.33 -1.85
H 0.27 -4.24 -2.71
H 1.90 1.89 -5.00
O -1.23 -1.99 -0.20
O -1.22 2.37 0.13
H 4.33 -0.43 -0.36
H -0.47 -4.81 1.24
H 2.63 1.61 1.98
H -0.32 -2.51 -2.90
S 0.37 1.26 -3.10
H 1.08 5.17 -0.02
C -1.03 -2.56 3.55
H 3.07 -0.07 -1.50
H -2.01 -2.80 3.95
H -0.99 2.90 2.91
O -4.63 -0.83 -1.35
S -0.96 -3.42 -0.81
O 0.76 0.09 0.48
C 0.19 -3.24 -2.28
H -0.26 -2.83 4.28
C 0.67 4.21 -0.32
H 2.30 0.31 -4.34
H 2.46 0.28 3.17
S -0.75 -0.73 3.32
H 3.88 0.40 2.19
O -3.28 0.51 0.14
H -0.43 4.50 2.87
```

Its expectation value of S² is 3.764. The LUMO energy (alpha / beta) comes out at -2.0 / -4.5 eV. The charge is +1. The calculation puts the HOMO energy (alpha / beta) at -11.3780 / -11.3004 eV. The gap between HOMO and LUMO (alpha / beta) is 9.4 / 6.8 eV. The spin multiplicity is 4.

Here are the natural (NBO) charges for atoms 1 to 4, given in e: 0.23, 0.26, -0.83, 0.22

---

3.
The following is a DFT calculation (ωB97M-V with the def2-TZVPD basis set) of C6H13NO in the gas phase at a distorted geometry.

The geometry in XYZ format:
```
21
C6H13NO | the Open Molecules 2025 dataset | ωB97M-V with the def2-TZVPD basis set
C -1.83 0.15 -0.63
O 3.10 -1.68 -0.43
H -2.59 -0.46 -1.13
N -2.30 2.65 -0.93
C 2.88 -0.86 0.73
H -1.16 0.09 1.34
H -2.84 2.72 -1.78
H 3.67 -1.18 -1.03
H 3.40 -1.34 1.55
H -1.37 2.65 -1.34
C -1.02 -0.57 0.47
H 1.24 -0.93 2.14
H -1.36 -1.51 0.90
H -2.30 1.68 0.87
H -1.11 0.50 -1.36
H -3.64 1.33 -0.21
H 0.78 -0.40 -0.83
H 3.32 0.14 0.68
C 1.41 -0.80 1.09
C 0.46 -0.60 0.19
C -2.56 1.43 -0.15
```

The LUMO energy comes out at 0.9 eV. As for the SMILES: NCCC/C=C/CO. The calculation puts the HOMO energy at -9.1334 eV. The gap between HOMO and LUMO is 10.0 eV. For the relative energy (zero: lowest compared OMol25 entry of this formula, charge and spin), the calculation gives 233.2 kJ/mol.

Here are the natural (NBO) charges for atoms 1 to 4, given in e: -0.42, -0.72, 0.21, -0.83

---

4.
The following is a DFT calculation (ωB97M-V with the def2-TZVPD basis set) of C22H23N3O4S2 in the gas phase at a distorted geometry.

The geometry in XYZ format:
```
54
C22H23N3O4S2 | the Open Molecules 2025 dataset | ωB97M-V with the def2-TZVPD basis set
C 4.61 -0.44 1.03
C 5.97 -1.45 -0.69
N 0.08 1.79 -0.91
N 2.79 1.05 0.45
C -3.10 -3.78 -0.54
H -4.29 1.07 2.33
C 2.40 2.15 -0.41
C -1.09 1.46 -1.68
S -2.78 2.38 0.30
H 6.24 -1.76 1.42
C -0.72 -0.70 1.09
O -1.74 -3.64 -0.86
H -5.07 -0.97 -2.03
H -1.11 0.06 1.75
O 1.56 1.48 -2.58
O 0.82 1.71 1.82
H 2.03 2.94 0.24
H 0.72 -3.35 -1.28
H 3.29 2.50 -0.94
C 3.84 0.20 0.05
O 2.28 -0.05 2.68
H 4.37 -0.30 2.06
C -3.88 1.01 0.22
C 0.33 -2.60 -0.62
C 5.65 -1.27 0.65
H -0.04 1.99 0.08
H -1.87 3.48 -1.58
H -2.60 -1.68 0.84
C -4.50 0.57 1.39
N -4.08 0.45 -0.96
C -4.93 -0.56 -1.03
H -3.25 -3.94 0.53
H -5.89 -0.85 2.19
C -1.03 -2.64 -0.29
C 1.15 -1.63 -0.08
C -5.38 -0.48 1.30
C -1.55 -1.68 0.57
H -3.68 -2.90 -0.86
C -2.21 2.46 -1.43
H 6.79 -2.09 -0.97
H 3.57 0.49 -2.06
H 5.45 -0.94 -2.70
H -3.45 -4.65 -1.09
H -6.30 -1.90 -0.05
H -0.80 1.47 -2.73
C -5.61 -1.07 0.06
C 1.32 1.77 -1.42
S 1.64 0.56 1.56
C 5.21 -0.80 -1.65
C 0.62 -0.68 0.77
C 4.16 0.01 -1.29
H -1.44 0.45 -1.43
H -3.07 2.24 -2.06
H 2.20 -1.62 -0.32
```

The LUMO energy comes out at 0.6 eV. As for the SMILES: COc1ccc(S(=O)(=O)N(CC(=O)NCCSc2ccccn2)c2ccccc2)cc1. The calculation puts the HOMO energy at -8.5522 eV. The gap between HOMO and LUMO is 9.1 eV. For the relative energy (zero: lowest compared OMol25 entry of this formula, charge and spin), the calculation gives 117.8 kJ/mol.

Here are the natural (NBO) charges for atoms 1 to 4, given in e: -0.26, -0.23, -0.64, -0.70

---

5.
The following is a DFT calculation (ωB97M-V with the def2-TZVPD basis set) of a 2-piece molecular cluster, C3H10NOS overall at a distorted geometry.

The geometry in XYZ format:
```
16
C3H10NOS | the Open Molecules 2025 dataset | ωB97M-V with the def2-TZVPD basis set
H -1.43 1.11 -0.62
H -1.01 -0.13 -1.84
H 2.25 -1.22 -0.58
H -1.82 -1.87 -0.01
H -0.28 2.56 1.70
H 1.68 1.44 1.12
H -0.58 -2.09 1.22
S 1.66 -0.48 -1.42
C -0.76 -1.99 0.16
C 0.32 -0.01 -0.24
N -0.67 0.63 -1.19
H -0.06 1.34 -1.60
H -0.13 -2.68 -0.37
C 0.62 1.02 1.00
O -0.34 2.05 0.90
H 0.54 0.33 1.78
```

The LUMO energy comes out at -4.0 eV. The charge is +1. The calculation puts the HOMO energy at -13.3327 eV. The gap between HOMO and LUMO is 9.4 eV. For the relative energy (zero: lowest compared OMol25 entry of this formula, charge and spin), the calculation gives 365.0 kJ/mol.

Here are the natural (NBO) charges for atoms 1 to 4, given in e: 0.48, 0.47, 0.14, 0.21

---

6.
The following is a DFT calculation (ωB97M-V with the def2-TZVPD basis set) of C18H32N5OPbSi as an isolated structure.

The geometry in XYZ format:
```
58
C18H32N5OPbSi | the Open Molecules 2025 dataset | ωB97M-V with the def2-TZVPD basis set
H 4.51 -3.25 2.35
H 3.54 -3.07 0.09
C 2.01 -2.04 -1.84
C -2.71 0.22 -4.71
H 1.58 0.71 5.85
H -1.44 0.32 5.27
H -3.03 1.62 0.61
C 3.08 -2.55 0.91
C -2.16 2.20 0.26
H -2.13 3.54 1.93
H -2.56 1.33 3.45
C -1.82 0.81 -1.67
H 1.06 1.67 -4.19
C -0.79 -1.42 -1.77
C 1.24 -1.72 -0.60
C -0.03 -1.31 -4.99
H 1.89 -1.01 5.99
H -3.27 -0.63 -4.30
C -1.57 1.76 3.65
H 0.11 2.13 2.54
H -2.55 2.97 -0.41
H 1.63 -2.95 -2.32
N 0.02 -0.08 3.81
C 0.00 1.77 -4.42
H -1.73 2.74 4.10
C -1.44 2.87 1.42
C 1.93 -1.80 0.73
C 3.03 -1.96 3.23
H -0.58 -2.24 -4.87
N -0.86 1.88 2.35
H -0.37 1.76 -0.64
H -0.63 3.49 1.02
H 0.02 -1.13 -6.07
C 1.88 -1.22 2.98
N 1.34 -1.16 1.76
H -0.38 -2.05 -2.56
C -0.76 0.86 4.61
C 1.21 -0.43 4.07
H -0.43 2.54 -3.78
H -2.79 0.13 -5.80
H 1.91 -1.21 -2.55
H -0.08 2.14 -5.44
Pb -1.06 -0.53 1.66
C 3.63 -2.65 2.18
Si -0.91 0.17 -4.31
H 0.99 -1.41 -4.65
H 3.03 0.02 5.12
O -0.91 -0.09 -2.37
H -1.81 -1.75 -1.53
C 1.97 -0.15 5.32
H 3.45 -2.02 4.22
H -2.03 1.62 -2.37
H 3.07 -2.19 -1.66
H -3.20 1.15 -4.44
H -2.75 0.26 -1.47
N 0.00 -1.40 -0.57
H -0.12 1.48 5.25
N -1.24 1.27 -0.43
```

The LUMO energy comes out at -9.6 eV. The charge is +3. The calculation puts the HOMO energy at -18.6550 eV. The gap between HOMO and LUMO is 9.1 eV.

Here are the natural (NBO) charges for atoms 1 to 4, given in e: 0.27, 0.26, -0.72, -1.19

---

7.
The following is a DFT calculation (ωB97M-V with the def2-TZVPD basis set) of C14H19CrN2O6 as an isolated structure at a distorted geometry.

The geometry in XYZ format:
```
42
C14H19CrN2O6 | the Open Molecules 2025 dataset | ωB97M-V with the def2-TZVPD basis set
N -0.81 -2.15 0.03
H 1.27 4.23 -1.92
C -1.38 -3.11 -0.66
H -1.32 0.40 -3.85
C -0.67 -4.00 1.31
H -1.84 -4.05 -2.44
O 3.30 -0.16 0.95
O -0.09 2.21 -0.58
C 2.31 0.27 0.33
C 1.39 2.32 -0.85
C -0.09 -4.62 2.50
H 0.81 -4.12 2.87
C -1.59 0.87 -2.91
C 0.93 2.29 1.55
H -1.15 3.12 1.03
C -0.10 3.02 0.64
C 1.55 3.88 -0.88
H -1.86 -5.28 -0.21
C -2.00 -2.99 -2.02
Cr -0.34 -0.02 -0.33
H -0.69 -4.60 3.41
C 1.96 1.82 0.46
H 2.92 2.34 0.61
O 1.53 -0.52 -0.37
O -0.35 0.28 1.57
O 0.33 1.12 3.47
H -3.05 -2.79 -1.89
H 0.22 -5.63 2.30
C 0.27 1.13 2.29
H -0.35 5.01 -0.28
O -1.36 -0.07 -1.84
H 1.41 2.92 2.27
C 0.42 4.36 0.16
H -2.65 1.18 -2.94
H 2.54 4.21 -0.58
C -1.35 -4.34 0.12
H 0.23 -2.10 1.74
H 1.61 1.80 -1.81
H -0.88 1.75 -2.80
N -0.45 -2.63 1.25
H 0.92 4.89 0.96
H -1.54 -2.25 -2.65
```

Its expectation value of S² is 3.776. The LUMO energy (alpha / beta) comes out at -0.1 / 0.4 eV. The calculation puts the HOMO energy (alpha / beta) at -9.1975 / -9.3379 eV. The gap between HOMO and LUMO (alpha / beta) is 9.1 / 9.8 eV. The spin multiplicity is 4. For the relative energy (zero: lowest compared OMol25 entry of this formula, charge and spin), the calculation gives 15.9 kJ/mol.

Here are the natural (NBO) charges for atoms 1 to 4, given in e: -0.33, 0.22, 0.22, 0.17